(1)
# C2H2ClN3O4

A 2-piece molecular cluster, C2H2ClN3O4 overall (ωB97M-V with the def2-TZVPD basis set, the OMol25 dataset).

Orbital gap: 8.7 eV
Energy above the lowest of the compared OMol25 structures with the same formula, charge and spin: 40.43 kcal per mole
SMILES: O=[N+]([O-])C#[N+][O-].O/N=C/Cl

Cartesian coordinates (Å):
O -2.357 -1.401 -0.843
N -1.666 -0.810 -0.058
O -1.469 -1.134 1.100
C -1.077 0.280 -0.557
N -1.164 1.249 -1.240
O -1.012 2.253 -1.804
O 1.852 1.337 0.049
N 1.633 0.007 -0.334
C 1.216 -0.695 0.632
Cl 1.008 -2.329 0.550
H 2.112 1.381 0.988
H 0.925 -0.139 1.519


(2)
# C31H54Cl2O3P2Ru

C31H54Cl2O3P2Ru as an isolated structure (ωB97M-V with the def2-TZVPD basis set, the OMol25 dataset).

Orbital gap (alpha / beta): 5.9 / 6.1 eV
Energy above the lowest of the compared OMol25 structures with the same formula, charge and spin: 0.00 kcal per mole
Spin multiplicity: 5
Expectation value of S²: 6.034

Cartesian coordinates (Å):
P -0.839 -1.486 0.459
C -0.057 -2.847 -0.507
C -0.362 -4.262 -0.004
C 0.551 -5.265 -0.728
C 0.452 -5.151 -2.254
C 0.621 -3.715 -2.762
C -0.280 -2.714 -2.021
C -2.599 -1.193 0.021
C -3.471 -2.440 0.173
C -4.945 -2.027 0.034
C -5.214 -1.288 -1.288
C -4.243 -0.126 -1.543
C -2.774 -0.534 -1.357
C -0.738 -1.826 2.279
C 0.712 -1.994 2.740
C 0.816 -2.296 4.241
C 0.099 -1.236 5.091
C -1.319 -0.942 4.581
C -1.365 -0.669 3.070
H 1.013 -2.617 -0.321
H -1.418 -4.500 -0.207
H -0.225 -4.331 1.085
H 0.283 -6.282 -0.422
H 1.593 -5.086 -0.424
H 1.211 -5.792 -2.718
H -0.521 -5.543 -2.583
H 1.668 -3.406 -2.628
H 0.392 -3.678 -3.834
H -0.068 -1.691 -2.367
H -1.334 -2.926 -2.255
H -2.917 -0.448 0.776
H -5.216 -1.366 0.870
H -3.284 -2.921 1.144
H -3.204 -3.173 -0.606
H -5.582 -2.917 0.093
H -6.245 -0.913 -1.296
H -5.141 -2.007 -2.117
H -4.387 0.257 -2.563
H -4.466 0.694 -0.843
H -2.119 0.344 -1.456
H -2.483 -1.241 -2.144
H -1.311 -2.761 2.414
H 1.237 -2.770 2.167
H 1.239 -1.053 2.514
H 0.371 -3.280 4.445
H 1.875 -2.352 4.523
H 0.689 -0.306 5.093
H 0.051 -1.576 6.134
H -1.750 -0.087 5.118
H -1.954 -1.815 4.798
H -2.404 -0.494 2.763
H -0.813 0.249 2.813
Ru 0.847 1.060 -0.101
Cl -1.044 2.212 0.768
Cl 2.483 -0.607 0.263
C 0.930 0.856 -1.962
H 1.636 0.085 -2.341
C 0.234 1.541 -3.062
C -0.656 2.577 -2.721
C -1.391 3.233 -3.707
C -1.203 2.911 -5.055
C -0.301 1.898 -5.414
C 0.402 1.198 -4.440
H -0.779 2.820 -1.664
H -2.112 3.995 -3.419
H -0.158 1.650 -6.467
H 1.070 0.376 -4.697
H -1.757 3.443 -5.830
C 4.199 3.066 -2.141
C 4.183 1.906 -1.175
O 3.811 2.332 0.202
P 2.269 2.611 0.598
O 2.002 4.135 0.131
C 2.924 5.278 0.220
C 4.028 5.140 1.228
O 2.331 2.701 2.221
C 1.276 3.441 2.929
C 0.872 2.723 4.195
H 3.175 3.383 -2.371
H 4.656 2.741 -3.078
H 4.781 3.919 -1.772
H 3.483 1.129 -1.524
H 5.158 1.428 -1.059
H 3.321 5.418 -0.796
H 2.269 6.121 0.467
H 4.796 4.436 0.889
H 4.509 6.121 1.340
H 3.656 4.842 2.216
H 1.651 4.461 3.124
H 0.390 3.525 2.275
H 1.699 2.194 4.671
H 0.477 3.473 4.892
H 0.057 2.025 3.974


(3)
# C73H68BCl20FO5P

A 11-piece molecular cluster, C73H68BCl20FO5P overall (ωB97M-V with the def2-TZVPD basis set, the OMol25 dataset).

Orbital gap: 6.0 eV
Charge: -1
Energy above the lowest of the compared OMol25 structures with the same formula, charge and spin: 83.60 kcal per mole

Cartesian coordinates (Å):
C -0.969 -1.385 -6.521
C -2.009 -0.356 -7.161
C -1.549 0.363 -8.515
C -1.529 -0.541 -9.817
C -0.404 -1.648 -9.880
C 1.058 -1.160 -9.473
B 2.039 -0.743 -10.717
C 1.608 0.490 -11.713
C 2.401 1.850 -11.454
C 1.857 2.519 -10.106
C 1.108 3.919 -10.406
C 2.967 2.694 -8.980
O 2.558 -1.850 -11.587
C 3.985 -1.937 -11.451
F 4.565 -3.156 -11.821
C 4.101 -1.459 -9.916
P 5.774 -0.974 -9.226
O 6.299 0.280 -9.915
O 6.883 -2.248 -9.213
O 5.498 -0.557 -7.587
O 3.294 -0.307 -9.992
H 0.085 -0.992 -6.640
H -1.224 -1.591 -5.436
H -1.057 -2.412 -7.029
H -3.048 -0.805 -7.238
H -2.109 0.492 -6.402
H -0.590 0.951 -8.359
H -2.345 1.158 -8.708
H -2.526 -1.098 -9.830
H -1.545 0.096 -10.758
H -0.342 -1.977 -10.971
H -0.633 -2.577 -9.300
H 1.559 -2.049 -8.959
H 1.086 -0.315 -8.727
H 1.751 0.202 -12.807
H 0.503 0.751 -11.575
H 2.124 2.576 -12.290
H 3.519 1.747 -11.492
H 1.045 1.837 -9.697
H 1.790 4.756 -10.089
H 0.761 3.979 -11.473
H 0.185 3.928 -9.757
H 2.958 3.768 -8.601
H 4.005 2.401 -9.299
H 2.693 2.024 -8.112
H 4.311 -1.002 -12.014
H 3.773 -2.346 -9.292
H 7.076 -2.518 -8.293
H 4.526 -0.537 -7.466
Cl 2.179 -1.858 -4.725
C 1.465 -1.923 -3.152
C 0.423 -1.079 -2.757
Cl -0.270 0.108 -3.810
C -0.094 -1.183 -1.467
C 0.418 -2.120 -0.579
C 1.450 -2.961 -0.975
C 1.972 -2.861 -2.257
H -0.899 -0.533 -1.148
H 0.012 -2.194 0.424
H 1.849 -3.694 -0.284
H 2.778 -3.519 -2.558
Cl 0.226 -3.825 -7.210
C -0.271 -5.477 -7.232
C -1.598 -5.841 -7.436
Cl -2.843 -4.673 -7.698
C -1.956 -7.186 -7.434
C -0.992 -8.166 -7.232
C 0.336 -7.803 -7.034
C 0.695 -6.461 -7.033
H -2.988 -7.475 -7.589
H -1.275 -9.212 -7.229
H 1.091 -8.565 -6.879
H 1.730 -6.183 -6.876
Cl 1.115 4.938 0.839
C 1.549 4.245 -0.684
C 1.457 2.877 -0.928
Cl 0.891 1.764 0.265
C 1.827 2.369 -2.170
C 2.286 3.221 -3.166
C 2.372 4.587 -2.924
C 2.005 5.097 -1.684
H 1.761 1.307 -2.366
H 2.574 2.821 -4.131
H 2.726 5.255 -3.700
H 2.076 6.163 -1.501
Cl -5.025 2.925 -0.830
C -4.288 2.181 0.544
C -2.940 1.830 0.563
Cl -1.892 2.119 -0.779
C -2.399 1.225 1.694
C -3.196 0.973 2.803
C -4.539 1.329 2.785
C -5.084 1.932 1.658
H -1.352 0.949 1.713
H -2.771 0.499 3.689
H -5.162 1.137 3.650
H -6.132 2.207 1.651
Cl -1.292 0.755 6.857
C -0.837 -0.890 6.595
C -0.652 -1.411 5.319
Cl -0.852 -0.443 3.904
C -0.295 -2.747 5.160
C -0.119 -3.559 6.273
C -0.299 -3.036 7.549
C -0.658 -1.704 7.708
H -0.151 -3.159 4.168
H 0.158 -4.599 6.146
H -0.160 -3.666 8.420
H -0.799 -1.302 8.705
Cl -4.264 2.551 8.693
C -3.725 3.992 7.907
C -4.003 4.254 6.567
Cl -4.919 3.165 5.587
C -3.537 5.426 5.980
C -2.799 6.336 6.726
C -2.526 6.077 8.065
C -2.988 4.907 8.653
H -3.747 5.634 4.938
H -2.436 7.247 6.264
H -1.953 6.787 8.650
H -2.771 4.710 9.696
Cl -1.868 -5.526 -4.222
C -2.562 -5.575 -2.643
C -3.590 -4.717 -2.260
Cl -4.259 -3.546 -3.338
C -4.109 -4.791 -0.970
C -3.607 -5.719 -0.067
C -2.585 -6.579 -0.451
C -2.063 -6.506 -1.737
H -4.907 -4.124 -0.665
H -4.013 -5.771 0.937
H -2.193 -7.306 0.251
H -1.266 -7.177 -2.030
Cl 2.510 -0.862 9.740
C 3.074 0.557 8.929
C 2.877 0.758 7.566
Cl 2.041 -0.385 6.581
C 3.357 1.916 6.961
C 4.029 2.871 7.713
C 4.219 2.673 9.075
C 3.743 1.517 9.681
H 3.209 2.077 5.900
H 4.402 3.770 7.237
H 4.738 3.419 9.666
H 3.894 1.368 10.743
Cl 0.199 6.812 10.605
C -0.406 5.921 11.957
C 0.082 4.661 12.292
Cl 1.338 3.888 11.394
C -0.446 3.981 13.385
C -1.458 4.556 14.146
C -1.939 5.817 13.814
C -1.415 6.497 12.721
H -0.071 3.003 13.644
H -1.869 4.028 14.994
H -2.725 6.271 14.406
H -1.797 7.479 12.468
Cl -1.520 1.718 15.143
C -1.038 0.078 14.884
C -0.812 -0.434 13.608
Cl -0.984 0.530 12.185
C -0.433 -1.764 13.454
C -0.277 -2.580 14.568
C -0.496 -2.067 15.841
C -0.877 -0.740 15.997
H -0.259 -2.170 12.465
H 0.017 -3.616 14.443
H -0.372 -2.701 16.711
H -1.048 -0.347 16.992


(4)
# C20H27FN4O4

One molecule with the formula C20H27FN4O4 (ωB97M-V with the def2-TZVPD basis set, the OMol25 dataset).

Orbital gap: 9.3 eV
Energy above the lowest of the compared OMol25 structures with the same formula, charge and spin: 13.76 kcal per mole
SMILES: CCN(C[C@@H](C)NC(=O)c1cc(O)nn1C)C(=O)[C@@H](Cc1ccc(F)cc1)OC

Cartesian coordinates (Å):
C 1.216 2.853 -0.630
C 0.516 1.882 -1.570
N 0.247 0.591 -0.937
C 1.375 -0.332 -1.026
C 1.412 -1.504 -0.028
C 2.039 -2.731 -0.674
N 2.205 -1.161 1.156
C 1.764 -0.316 2.113
O 0.676 0.239 2.069
C 2.718 -0.098 3.233
C 4.089 -0.284 3.294
C 4.416 0.120 4.594
O 5.653 0.125 5.136
N 3.360 0.518 5.277
N 2.322 0.382 4.430
C 0.993 0.755 4.881
C -1.020 0.087 -0.860
O -1.256 -1.107 -0.816
C -2.190 1.092 -0.756
C -2.869 1.348 -2.109
C -3.121 0.128 -2.962
C -2.502 0.008 -4.201
C -2.706 -1.105 -5.009
C -3.543 -2.097 -4.549
F -3.752 -3.186 -5.322
C -4.178 -2.016 -3.324
C -3.962 -0.898 -2.536
O -3.168 0.585 0.117
C -2.699 0.428 1.446
H 1.407 3.803 -1.131
H 0.602 3.035 0.253
H 2.173 2.455 -0.287
H -0.408 2.318 -1.934
H 1.133 1.701 -2.457
H 1.404 -0.748 -2.042
H 2.284 0.256 -0.895
H 0.405 -1.746 0.294
H 1.440 -3.046 -1.527
H 3.052 -2.519 -1.028
H 2.083 -3.560 0.032
H 3.043 -1.687 1.340
H 4.759 -0.627 2.526
H 5.574 0.461 6.037
H 0.687 1.701 4.439
H 0.272 -0.007 4.600
H 1.049 0.845 5.962
H -1.818 2.043 -0.352
H -3.810 1.855 -1.883
H -2.269 2.052 -2.688
H -1.844 0.796 -4.549
H -2.229 -1.204 -5.974
H -4.823 -2.820 -3.000
H -4.432 -0.828 -1.565
H -3.557 0.143 2.050
H -1.929 -0.345 1.513
H -2.282 1.368 1.826